Computed, not measured: a cluster of 8 separate species, C31H47Cl14N2PS in total at a distorted geometry, with ωB97M-V/def2-TZVPD.

The value obtained for the largest force on an atom is 3.8 eV/Å. The value obtained for the energy above the lowest of the compared OMol25 structures with the same formula, charge and spin is 0.0000 eV. The gap between HOMO and LUMO is 8.14 eV. As for the HOMO energy: -7.65 eV. The lowest unoccupied orbital energy comes out at 0.4954 eV.

The geometry in ORCA input format:
```
! RIJCOSX wB97M-V def2-TZVPD def2/J DEFGRID3
* xyz 0 1
C 6.909 -0.767 -0.366
C 5.382 -0.296 -0.544
P 4.259 -1.804 -0.724
C 4.017 -1.929 -2.602
N 2.714 -1.534 0.117
C 2.363 -0.133 0.249
C 2.722 0.625 1.467
C 2.363 2.023 1.646
C 1.635 2.773 0.607
C 1.257 2.045 -0.599
C 1.607 0.642 -0.758
S 1.106 -0.295 -2.248
C 0.730 -1.930 -1.508
C -0.380 -2.774 -1.969
C -1.320 -2.231 -3.115
C -2.325 -1.210 -2.442
N -1.972 -0.286 -1.637
C -0.595 -4.086 -1.332
C 0.298 -4.477 -0.255
C 1.403 -3.650 0.241
C 1.631 -2.346 -0.405
H 7.014 -1.878 -0.487
H 7.577 -0.185 -1.049
H 7.214 -0.529 0.695
H 5.152 0.309 0.370
H 5.376 0.337 -1.477
H 3.079 -2.472 -2.878
H 4.043 -0.926 -3.112
H 4.893 -2.515 -3.007
H 3.261 0.056 2.257
H 2.645 2.572 2.574
H 1.335 3.839 0.717
H 0.697 2.552 -1.414
H -0.697 -1.726 -3.900
H -1.891 -3.100 -3.547
H -3.420 -1.291 -2.709
H -2.766 0.292 -1.329
H -1.449 -4.717 -1.686
H 0.107 -5.457 0.243
H 2.047 -3.980 1.090
Cl -3.156 3.016 -2.057
C -2.977 2.499 -3.748
C -4.310 2.269 -4.421
Cl -5.161 0.856 -3.748
H -2.360 1.600 -3.758
H -2.434 3.289 -4.268
H -4.155 2.074 -5.483
H -4.966 3.132 -4.326
Cl 5.074 4.927 -1.084
C 5.580 3.456 -0.213
C 7.079 3.397 -0.013
Cl 7.955 3.156 -1.549
H 5.216 2.593 -0.767
H 5.080 3.474 0.756
H 7.334 2.556 0.630
H 7.457 4.307 0.452
Cl -2.615 -7.109 3.271
C -2.408 -5.426 3.815
C -1.561 -4.623 2.857
Cl 0.139 -5.155 2.860
H -1.975 -5.442 4.814
H -3.406 -4.992 3.883
H -1.562 -3.573 3.152
H -1.936 -4.690 1.836
Cl -6.262 4.963 -2.940
C -6.718 3.772 -1.695
C -7.740 4.322 -0.726
Cl -7.064 5.602 0.311
H -5.810 3.455 -1.183
H -7.132 2.910 -2.218
H -8.085 3.528 -0.063
H -8.605 4.732 -1.246
Cl -10.990 5.913 0.729
C -11.118 7.588 1.319
C -10.101 7.892 2.396
Cl -10.438 7.010 3.908
H -12.136 7.746 1.673
H -10.951 8.239 0.461
H -10.125 8.955 2.638
H -9.091 7.637 2.075
Cl 0.546 -10.140 -0.952
C -0.174 -9.952 0.667
C -1.468 -9.172 0.630
Cl -1.210 -7.461 0.213
H 0.563 -9.473 1.311
H -0.360 -10.956 1.049
H -1.939 -9.190 1.613
H -2.169 -9.593 -0.091
Cl 6.808 3.514 3.156
C 7.313 2.041 4.020
C 8.811 1.981 4.216
Cl 9.677 1.747 2.677
H 6.948 1.178 3.463
H 6.814 2.055 4.990
H 9.066 1.136 4.855
H 9.190 2.890 4.682
*
```